1.
A 10-piece molecular cluster, H20O10 overall in a non-equilibrium geometry, computed with ωB97M-V/def2-TZVPD.

Each line ends with the Mulliken charge.
Element x y z (Å)
O -0.60329 2.10341 -0.99358  -0.669
H -0.83914 2.59252 -1.73692  0.270
H -1.30657 1.53571 -0.75634  0.337
O 1.23716 0.47267 -2.02322  -0.809
H 0.59637 1.19066 -1.75430  0.432
H 1.98218 0.58211 -1.36162  0.403
O -2.62566 0.46942 -0.81643  -0.855
H -3.49387 0.45023 -0.44057  0.264
H -2.33332 -0.46008 -0.80888  0.450
O 0.56715 -1.92301 -1.42365  -0.839
H 0.47747 -0.87760 -1.42108  0.552
H 1.07807 -2.09164 -2.23258  0.286
O 2.95095 0.44426 0.33958  -0.756
H 2.65447 -0.45778 0.71303  0.462
H 3.94156 0.53301 0.39880  0.283
O 1.70008 -1.87572 1.01478  -0.832
H 0.95923 -1.75060 1.60194  0.426
H 1.19577 -2.02992 0.11679  0.442
O -1.61050 1.20226 1.60123  -0.799
H -1.94812 1.09610 0.72907  0.434
H -0.68768 1.59677 1.48996  0.529
O -0.74566 -1.33019 1.87346  -0.777
H -1.07890 -1.76259 2.64984  0.292
H -1.02045 -0.35135 1.96963  0.423
O -1.84643 -1.92781 -0.45422  -0.827
H -1.07184 -2.27485 -0.98043  0.418
H -1.46244 -1.80052 0.41506  0.492
O 0.96874 2.34193 1.13117  -0.823
H 1.71954 1.72124 0.92032  0.424
H 0.64511 2.58133 0.23916  0.367

- 2S+1 = 1
- relative energy (zero: lowest compared OMol25 entry of this formula, charge and spin) (kJ/mol) = 128.5
- E_tot (Eh) = -764.43298

***

2.
A 10-piece molecular cluster, H21O10 overall in a non-equilibrium geometry, computed with ωB97M-V/def2-TZVPD.

Each line ends with the Löwdin spin population.
Element x y z (Å)
O -2.11624 1.79538 -0.52211  0.355
H -2.87811 1.47325 -1.10622  0.000
H 0.57119 0.65646 2.67773  0.000
O -0.04876 0.04931 3.18491  0.000
H 0.58913 -1.34753 -0.91107  0.002
H 1.88319 -0.16731 -1.25186  0.000
O 1.58843 -1.10284 -0.76271  0.012
H -2.17034 1.38013 0.35195  0.003
H -0.71864 -2.98451 -0.98887  -0.002
O 0.59617 -3.32481 -2.32365  0.244
H 1.05623 -2.60124 -2.74854  0.001
H 1.13528 -3.97996 -1.84278  0.000
O 0.11024 2.05649 -3.35688  0.009
H 1.45832 2.87348 1.36198  0.000
H -0.66261 2.06873 -3.91150  0.000
O 1.98147 1.27682 -1.52667  0.001
H 1.80427 1.28301 -2.54987  0.000
H -0.23367 2.97516 -2.89598  0.000
O -0.78355 -2.02066 -0.81343  0.371
H 2.92273 1.58490 -1.43077  0.000
H -0.71828 -1.97807 0.20152  0.002
O -0.72256 -2.11205 1.73906  0.004
H -0.68054 -1.45567 2.49902  0.000
H 1.72876 -0.68340 0.15175  0.000
O -3.12774 0.50384 2.17128  -0.001
H -0.53686 0.82406 3.51871  0.000
O 1.49300 1.95427 1.65941  0.000
H 2.35204 2.05490 2.07575  0.000
H -0.03676 -2.77119 1.94335  0.000
H -2.76259 0.25391 3.07441  0.000
H -3.07321 1.46517 2.33210  0.000

- expectation value of S² = 0.76
- 2S+1 = 2
- relative energy (zero: lowest compared OMol25 entry of this formula, charge and spin) (kJ/mol) = 156.2
- E_tot (Eh) = -764.18221
- charge = +2

***

3.
A 11-piece molecular cluster, H21O11 overall in a non-equilibrium geometry, computed with ωB97M-V/def2-TZVPD.

Each line ends with the Mulliken charge.
Element x y z (Å)
O -3.44351 3.48339 -0.90248  -0.573
H -3.03864 3.77251 -0.13671  0.292
H -2.95822 3.49572 -1.62653  0.268
O 0.60206 0.30558 0.40429  -1.027
H 0.90928 -0.13883 -0.40851  0.431
H -0.19184 -0.48824 0.17438  0.111
O 4.33263 -0.87223 1.32977  -0.652
H 0.73663 3.23954 -0.08423  0.322
H 2.43938 2.91485 -1.27949  0.353
O -2.03617 1.00129 0.55638  -0.683
H -1.73487 1.25093 -0.27253  0.270
H -1.95772 -1.69798 3.59732  0.235
O -3.31989 -2.07459 -1.82188  -0.684
H 1.60474 -0.82243 1.25204  0.515
H -1.50828 0.04913 0.54812  0.387
O 3.13110 3.12814 -1.92538  -0.664
H 2.81108 2.60391 -2.72073  0.314
H -0.66047 -2.22995 0.61695  0.084
O -1.05352 -1.63837 0.25468  -0.780
H 3.61679 -1.64269 1.30170  0.393
O 0.38143 2.59935 -0.78121  -0.693
H 3.58398 -0.20921 1.36394  0.309
H 0.53833 1.73703 -0.44235  0.550
O 0.72613 -1.99497 -2.18082  -0.664
H 1.51213 -2.54032 -2.12719  0.303
H 0.31597 -1.39178 -1.63694  0.371
O 1.76336 -1.41191 1.94920  -0.692
H -3.49242 -2.16311 -0.77339  0.342
H 1.11594 -2.03699 1.78933  0.240
O -1.37011 -2.23240 3.25735  -0.667
H -2.38233 -2.08158 -1.63495  0.309
H -0.97296 -1.91380 2.35984  0.381

- 2S+1 = 1
- relative energy (zero: lowest compared OMol25 entry of this formula, charge and spin) (kJ/mol) = 571.0
- E_tot (Eh) = -840.12686
- charge = -1

***

4.
A 11-piece molecular cluster, H22NO13S overall in a non-equilibrium geometry, computed with ωB97M-V/def2-TZVPD.

Each line ends with the Mulliken charge.
Element x y z (Å)
N 12.02100 4.94400 10.26800  -0.088
H 12.12500 5.73700 9.65600  0.193
H 11.43800 4.79000 10.98500  0.074
H 12.84700 5.04900 10.77900  0.359
H 11.95600 3.96800 9.73400  0.442
S 10.43700 8.69100 11.29900  1.071
O 10.01900 10.01200 10.89800  -0.773
O 10.13600 7.67000 10.33800  -0.775
O 11.87200 8.77300 11.51600  -0.730
O 9.79600 8.33800 12.54300  -0.773
O 10.86500 7.86300 7.70600  -0.685
H 11.59400 8.49300 7.63200  0.316
H 10.66500 7.92300 8.57500  0.353
O 9.08700 3.24700 12.36800  -0.725
H 9.68400 2.92600 13.09600  0.354
H 9.34200 4.17100 12.24800  0.358
O 13.58800 8.00500 9.96600  -0.744
H 12.91600 8.33000 10.75600  0.413
H 13.39000 8.26600 9.08900  0.188
O 11.60500 5.48900 6.57300  -0.709
H 11.46400 6.29900 7.03000  0.402
H 12.47400 5.35600 6.76100  0.369
O 11.11900 2.04600 10.90200  -0.717
H 10.68600 1.38300 10.16900  0.334
H 10.46000 2.51200 11.38100  0.372
O 9.71300 3.92100 8.09200  -0.643
H 9.20200 3.45000 7.28500  0.305
H 10.34800 4.31800 7.53700  0.353
O 13.05200 5.90900 13.38300  -0.601
H 13.87500 5.68600 13.23700  0.266
H 13.05000 6.83800 13.26300  0.334
O 8.63900 5.34300 10.06300  -0.638
H 8.87300 4.94300 9.20300  0.356
H 9.07300 6.12900 10.32700  0.430
O 13.98000 5.40600 7.96600  -0.635
H 14.79400 4.75300 8.19600  0.293
H 14.53400 6.13200 7.70400  0.298

- 2S+1 = 1
- relative energy (zero: lowest compared OMol25 entry of this formula, charge and spin) (kJ/mol) = 118.0
- E_tot (Eh) = -1444.23275
- charge = -1

***

5.
H22NeO11 as an isolated structure, computed with ωB97M-V/def2-TZVPD.

Each line ends with the Mulliken charge.
Element x y z (Å)
Ne -0.30857 -0.34015 -0.20486  0.010
O -4.45486 -2.16025 -0.14200  -0.638
H -4.13692 -1.31626 -0.46267  0.329
H -5.40852 -2.07993 -0.15979  0.296
O -3.45943 1.22879 -1.51995  -0.627
H -2.68290 1.33282 -0.97003  0.398
H -3.83921 2.10614 -1.56738  0.280
O -1.44761 2.01497 3.17209  -0.665
H -1.61198 2.16204 2.24064  0.390
H -1.72185 1.11062 3.32431  0.318
O 2.51567 0.09356 1.81283  -0.660
H 2.16761 -0.57226 2.40593  0.295
H 3.27244 0.45440 2.27471  0.296
O 3.32571 -2.05393 0.16768  -0.619
H 3.90061 -1.78436 -0.54859  0.298
H 2.89076 -1.24692 0.44301  0.353
O 1.56712 -0.47568 -3.72177  -0.608
H 1.90447 0.03248 -2.98406  0.325
H 2.12397 -1.25365 -3.75192  0.303
O -1.40932 2.09272 0.25309  -0.786
H -1.50845 2.98914 -0.06758  0.296
H -0.46848 1.99229 0.39789  0.440
O 1.29514 2.38680 0.35405  -0.771
H 1.90039 3.12436 0.43098  0.287
H 1.65866 1.71666 0.93283  0.401
O 2.71504 1.62610 -2.01584  -0.652
H 2.24396 1.82824 -1.20747  0.402
H 3.63224 1.80773 -1.81093  0.310
O -1.52095 -2.15549 2.47770  -0.585
H -0.60624 -2.13507 2.75896  0.300
H -1.62944 -3.01771 2.07640  0.285
O 0.08677 -3.19543 -1.51314  -0.594
H -0.45355 -3.66081 -0.87462  0.282
H -0.53227 -2.65189 -2.00058  0.314

- 2S+1 = 1
- relative energy (zero: lowest compared OMol25 entry of this formula, charge and spin) (kJ/mol) = 131.0
- E_tot (Eh) = -969.76311

***

6.
A 11-piece molecular cluster, H22O11 overall in a non-equilibrium geometry, computed with ωB97M-V/def2-TZVPD.

Each line ends with the Löwdin spin population.
Element x y z (Å)
O -0.04455 0.13129 0.95069  0.027
H -0.51784 -0.55450 0.47961  0.010
H 0.70525 0.33324 0.39099  0.014
O 1.16454 1.10240 3.48671  0.005
H 0.55575 0.92535 2.76959  0.002
H 0.97567 0.42387 4.13490  0.000
O -1.41525 0.62420 -2.85979  0.028
H -2.30355 0.36816 -3.10797  0.005
H -1.16486 -0.00396 -2.18234  0.011
O 1.52402 -2.10878 -1.87444  0.209
H 1.75376 -1.86476 -2.77105  0.088
H 2.14995 -1.63309 -1.32840  0.086
O -1.17132 -1.67258 -1.60332  0.060
H -1.80385 -2.39089 -1.59056  0.015
H -0.35164 -2.07954 -1.88392  0.025
O -0.43265 2.97760 0.86270  0.009
H -1.34203 2.96070 1.16100  0.001
H -0.21641 2.05947 0.69986  0.006
O 2.01679 0.83817 -0.77095  0.150
H 1.93557 1.45723 -1.49648  0.028
H 2.54290 0.12117 -1.12500  0.082
O -3.17846 -1.02147 0.48136  0.014
H -3.91425 -1.61890 0.34754  0.003
H -2.58024 -1.21187 -0.24122  0.005
O -2.99240 1.72600 0.26925  0.006
H -3.12019 2.08893 1.14571  0.001
H -3.07271 0.77951 0.38738  0.002
O 1.31386 -3.14515 0.80623  0.054
H 1.23649 -2.83724 -0.09679  0.016
H 2.11331 -3.67152 0.81264  0.014
O 3.13569 2.46239 1.59528  0.016
H 3.93882 2.52965 1.07885  0.003
H 2.55983 1.90494 1.07195  0.006

- expectation value of S² = 0.75
- 2S+1 = 2
- relative energy (zero: lowest compared OMol25 entry of this formula, charge and spin) (kJ/mol) = 108.2
- E_tot (Eh) = -840.81142
- charge = -1